1.
Density functional theory data (ωB97M-V with the def2-TZVPD basis set) for 2 unconnected molecules or ions with the total composition C2H3O2 in a non-equilibrium geometry.

Cartesian coordinates (Å):
O: -0.864430 -2.309016 -2.019213
O: -0.355234 0.381838 0.494298
C: -0.470480 -1.571550 -1.268655
C: 0.460595 1.187417 0.889444
H: -0.340947 -0.613481 -0.374184
H: 1.564510 1.139636 0.594266
H: 0.005985 1.785155 1.684043

Cartesian forces, eV/Å:
1.034 1.250 1.321
-0.812 -1.629 -1.564
-1.413 -1.290 -1.316
0.999 -0.550 0.818
0.710 0.904 0.569
-1.434 0.463 0.255
0.916 0.851 -0.082

E_HOMO: -0.6292 Ha
charge: +1
ΔE to the lowest compared entry with this formula, charge and spin: 6.98 kcal/mol
gap between HOMO and LUMO: 11.6 eV

***

2.
Density functional theory data (ωB97M-V with the def2-TZVPD basis set) for a molecular structure, C26H28N5PSSn.

Cartesian coordinates (Å):
Sn: -2.561292 -0.673847 -6.325649
S: -2.068241 -0.234963 -11.082093
P: 2.955542 0.066746 5.832657
N: 2.169880 -1.260325 5.460097
N: -2.731759 -3.026802 -6.904678
N: 1.332341 -0.946151 3.293452
N: -2.158804 -0.581299 -8.576507
N: -4.083477 -2.763671 -6.433126
C: -3.356909 2.379030 -5.878238
C: -3.919972 1.770441 -6.996470
C: 0.205428 2.931600 5.820623
C: -3.732375 1.969395 -4.600701
C: 1.072535 -1.407358 4.497217
C: 2.177849 1.575926 5.685442
C: 2.387774 3.959994 5.477868
C: -1.038097 -2.264638 3.924416
C: 0.400427 -1.160886 2.359883
C: -4.837331 0.721339 -6.834629
C: -2.855304 -0.120222 -9.601674
C: -0.075527 -2.057792 4.903347
C: 0.775703 1.681286 5.831154
C: 5.318967 -1.234733 6.082103
C: 6.560240 -1.387340 6.650867
C: 4.529026 -0.122068 6.460463
C: 2.988132 2.721436 5.499755
C: -5.215402 0.322920 -5.544032
C: -4.663966 0.951425 -4.432393
C: -0.789685 -1.820179 2.635374
C: -0.928880 -1.055599 -8.991862
C: 6.239450 0.640088 7.966862
C: 7.015338 -0.456086 7.588748
C: 4.995268 0.823061 7.408822
C: -0.715415 -0.945324 -10.323441
C: 1.007803 4.062069 5.647116
H: -4.977980 0.659140 -3.439488
H: 0.160713 -1.234212 -10.882258
H: -1.509038 -1.990066 1.847393
H: -2.733007 -3.475263 -7.818555
H: -5.958258 -0.453383 -5.418106
H: 7.993785 -0.590281 8.032698
H: -4.392865 -3.482567 -5.783660
H: -1.958599 -2.777368 4.168047
H: -3.848442 0.292923 -9.517174
H: 2.985758 4.848679 5.331725
H: 0.546614 5.041548 5.645193
H: 6.608439 1.338824 8.704802
H: -0.861038 3.041585 5.958948
H: -3.313423 2.466521 -3.736021
H: 0.166619 0.799113 5.979778
H: 2.544664 -2.132795 5.827638
H: -0.209102 -2.402864 5.919781
H: 4.374511 1.652869 7.720158
H: 4.973960 -1.936104 5.332380
H: -2.658396 3.195617 -6.004466
H: -2.254362 -3.660088 -6.268071
H: 7.187240 -2.221280 6.367614
H: 0.626337 -0.825642 1.352444
H: -0.227628 -1.460320 -8.275603
H: 4.057409 2.627933 5.359357
H: -5.337789 0.288557 -7.693746
H: -3.668915 2.134944 -7.984225
H: -4.716502 -2.803478 -7.227368

Cartesian forces, eV/Å:
-0.230 0.008 -0.195
-0.004 -0.021 -0.005
0.074 0.090 -0.101
-0.038 -0.137 0.001
0.246 -0.131 -0.050
0.016 0.002 -0.031
-0.050 -0.037 0.013
0.028 0.132 -0.120
0.010 0.000 0.010
0.020 -0.007 -0.001
0.002 0.012 -0.002
0.015 0.022 -0.004
0.068 -0.005 0.047
0.011 0.074 -0.003
-0.007 0.001 -0.005
0.004 -0.005 0.005
0.020 -0.024 0.078
-0.041 0.059 0.043
-0.005 0.011 -0.016
0.011 -0.040 -0.038
0.003 -0.053 0.011
0.004 -0.028 -0.010
0.004 0.003 -0.003
-0.050 0.021 0.020
0.001 -0.024 0.016
0.006 0.003 -0.027
-0.010 -0.020 -0.003
-0.012 0.010 0.013
0.012 -0.001 -0.002
-0.001 0.005 -0.004
-0.002 -0.004 -0.001
0.019 -0.021 0.010
0.004 0.024 0.008
0.001 0.002 0.002
0.001 0.002 0.002
0.001 0.003 -0.002
0.001 0.010 -0.004
0.011 -0.023 0.017
-0.007 0.001 0.006
-0.001 0.003 0.003
0.003 0.028 0.039
0.001 -0.001 0.004
0.002 0.001 0.007
0.001 0.000 -0.001
-0.001 0.000 0.001
0.004 -0.002 0.000
-0.001 -0.005 -0.001
-0.001 -0.002 0.001
-0.012 0.011 0.002
-0.048 0.014 0.062
-0.004 0.005 0.002
-0.007 0.004 -0.003
-0.004 0.004 0.001
0.002 -0.001 0.001
-0.098 -0.042 0.029
0.001 0.001 -0.001
0.038 0.082 0.172
-0.003 -0.003 -0.001
0.001 0.007 0.001
0.003 0.002 -0.002
-0.003 -0.002 -0.001
-0.012 -0.017 0.005

E_HOMO: -0.6786 Ha
charge: +4
ΔE to the lowest compared entry with this formula, charge and spin: 39.00 kcal/mol
gap between HOMO and LUMO: 7.1 eV

***

3.
Density functional theory data (ωB97M-V with the def2-TZVPD basis set) for a molecular structure, C12H18BF4KO9 in a non-equilibrium geometry.

Cartesian coordinates (Å):
K: 2.373002 0.410211 3.684411
F: -0.191441 1.084961 2.490438
F: -1.126454 -0.711332 1.353676
F: 0.161535 -0.890600 3.216286
F: 1.089425 -0.295553 1.261265
O: -5.586202 3.171722 -0.626698
O: 3.987892 0.883047 -2.256419
O: 1.112412 -5.610191 1.775591
O: 0.413088 -7.255931 3.215354
O: -4.238821 5.080036 -0.724896
O: -0.715351 -5.212476 3.009495
O: -3.439861 3.162349 -0.045743
O: 2.278638 1.564651 -1.118383
O: 4.122050 2.891981 -1.119670
C: 3.116425 -0.135466 -2.549955
C: -0.660429 -4.125447 2.045194
C: -2.386666 4.112664 0.101396
C: 3.508310 1.857731 -1.493634
C: -1.074039 3.365316 -0.349826
C: -4.517665 3.794037 -0.448799
C: -2.903833 5.187138 -0.799617
C: 0.779639 -4.283075 1.449469
C: 1.863275 0.321218 -1.734946
C: 0.540323 0.519531 -2.472804
C: 0.247853 -6.151423 2.669104
C: 0.890260 -4.157701 -0.052147
B: -0.033943 -0.205731 2.020264
H: 1.864204 -4.359992 -0.497797
H: -1.550872 -4.211840 1.422497
H: -2.494562 6.127373 -0.430085
H: -1.308013 2.692837 -1.175125
H: 0.311711 -0.496609 -2.794174
H: 0.636287 1.318269 -3.208274
H: 3.430576 -1.097649 -2.145472
H: 1.728229 -0.332956 -0.873606
H: 0.556665 -3.280814 -0.607015
H: -2.366176 4.518689 1.112742
H: -0.858275 2.591318 0.386707
H: 1.504631 -3.627593 1.931990
H: -0.290376 4.109052 -0.494199
H: 2.771260 -0.006231 -3.575752
H: -2.561452 5.031670 -1.822702
H: -0.293431 0.675458 -1.788223
H: 0.165956 -4.836777 -0.501963
H: -0.855786 -3.185871 2.562041

Cartesian forces, eV/Å:
-0.421 0.018 -0.281
-0.085 1.742 -0.341
-0.169 0.049 -0.260
0.687 -1.688 1.285
1.912 -0.113 -0.975
3.069 2.924 0.594
3.149 1.037 -0.390
-0.204 -1.339 0.452
-0.924 3.774 -2.102
-3.448 0.077 0.201
0.977 -1.059 -0.802
0.496 -0.496 0.985
-0.476 0.102 -0.240
-1.920 -3.885 -1.617
-3.274 0.868 0.676
0.126 0.061 0.748
1.535 -1.450 -0.792
1.744 3.658 1.902
-1.663 0.333 1.119
-4.359 -3.188 -1.094
3.917 0.976 -0.451
-1.010 1.101 -0.675
-0.746 -0.102 1.335
0.744 -0.925 0.980
0.508 -1.717 2.490
-0.862 -0.216 -1.566
-1.861 -0.082 0.533
0.158 -0.327 0.553
0.503 -0.407 -0.790
-0.517 0.364 -0.266
0.016 0.858 -0.718
-0.071 0.162 -1.115
-0.283 -0.405 -0.290
0.344 0.028 -0.812
-0.292 -0.168 -0.221
0.042 0.922 1.062
0.161 -0.478 0.291
0.516 0.543 0.582
-0.179 0.103 0.284
0.240 -0.520 -0.178
0.768 -1.002 -0.393
0.050 0.046 -0.248
0.277 0.585 0.196
0.223 -0.725 0.129
0.600 -0.042 0.221

E_HOMO: -0.3846 Ha
ΔE to the lowest compared entry with this formula, charge and spin: 42.70 kcal/mol
gap between HOMO and LUMO: 9.2 eV